Record 1
Entry from the Open Molecules 2025 dataset: a cluster of 2 separate species, C3H8N2O2 in total (ωB97M-V with the def2-TZVPD basis set).

Last column: Mulliken charge in e.
Element x y z (Å)
C  0.153  1.600  1.450  -0.576
C  0.708  1.937  -0.880  -0.122
N  1.008  1.602  0.274  0.158
H  -0.043  0.572  1.758  0.245
H  -0.800  2.101  1.247  0.346
H  0.647  2.129  2.266  0.310
H  1.475  1.948  -1.658  0.316
H  -0.307  2.235  -1.164  0.301
N  0.357  -2.290  -0.117  -0.478
C  -0.972  -1.907  -0.229  0.665
O  -1.423  -1.837  -1.502  -0.449
O  -1.675  -1.656  0.709  -0.522
H  0.734  -2.111  0.802  0.255
H  0.982  -2.003  -0.853  0.221
H  -0.845  -2.320  -2.102  0.331

Total charge ... +1
HOMO (spin up / spin down) ... -0.5112 / -0.5111 Eh
Multiplicity ... 2
DFT total energy ... -10306.250 eV
Gap between HOMO and LUMO (spin up / spin down) ... 0.3087 / 0.1697 hartree
LUMO energy (spin up / spin down) ... -5.51 / -9.29 eV

Record 2
Entry from the Open Molecules 2025 dataset: a cluster of 2 separate species, C2HBrCl2OS in total (ωB97M-V with the def2-TZVPD basis set).

Last column: Mulliken charge in e.
Element x y z (Å)
C  -0.610  -0.574  -0.326  -0.249
C  -3.016  0.452  0.704  -0.005
O  0.103  -1.693  -0.990  -0.256
S  -0.191  -1.926  0.584  0.363
Cl  -2.594  2.084  0.997  -0.067
Cl  -1.875  -3.054  0.742  -0.089
Br  -4.214  0.152  -0.628  0.027
H  -0.039  0.280  -0.320  0.276

HOMO (spin up / spin down) ... -0.2992 / -0.2992 Eh
Multiplicity ... 1
DFT total energy ... -110052.664 eV
Gap between HOMO and LUMO (spin up / spin down) ... 0.2706 / 0.2706 hartree
LUMO energy (spin up / spin down) ... -0.78 / -0.78 eV

Record 3
Entry from the Open Molecules 2025 dataset: an isolated molecule of C7H11FN2 (ωB97M-V with the def2-TZVPD basis set).

Last column: Mulliken charge in e.
Element x y z (Å)
C  -1.885  1.619  -0.528  -0.306
C  -0.434  1.278  -0.894  -0.282
C  -2.808  0.832  0.052  -0.475
C  -1.777  -1.265  0.666  0.126
C  1.864  -0.965  -1.032  -1.777
C  1.705  -0.201  1.259  -1.289
C  1.452  0.192  -0.192  0.342
N  -2.401  -0.211  0.851  -0.272
N  0.067  0.243  -0.330  -0.200
F  -1.653  -1.938  -0.386  -0.246
H  -2.228  2.577  -0.878  0.339
H  0.278  1.992  -1.262  0.346
H  -3.703  1.241  0.344  0.368
H  -1.380  -1.845  1.486  0.496
H  2.842  -1.197  -0.939  0.541
H  1.368  -1.875  -0.735  0.324
H  1.571  -0.681  -1.950  0.473
H  2.660  -0.823  1.318  0.340
H  0.950  -0.794  1.538  0.297
H  1.617  0.687  1.974  0.296
H  1.896  1.133  -0.364  0.561

HOMO (spin up / spin down) ... -0.1991 / -0.3342 Eh
Multiplicity ... 3
DFT total energy ... -13128.567 eV
Gap between HOMO and LUMO (spin up / spin down) ... 0.2388 / 0.2573 hartree
LUMO energy (spin up / spin down) ... 1.08 / -2.09 eV

Record 4
Entry from the Open Molecules 2025 dataset: an isolated molecule of C20H25NO4S2 (ωB97M-V with the def2-TZVPD basis set).

Last column: Mulliken charge in e.
Element x y z (Å)
C  0.626  0.434  -6.737  -1.497
C  1.184  0.880  -5.392  0.128
C  2.481  0.146  -5.058  -0.592
C  3.093  0.546  -3.713  -0.604
O  2.341  0.064  -2.615  -0.411
C  1.356  0.795  -2.042  0.183
C  1.077  2.139  -2.275  -0.370
C  0.051  2.764  -1.587  -0.962
C  -0.704  2.080  -0.654  -0.166
C  -0.425  0.738  -0.409  0.042
C  -1.274  -0.056  0.534  0.356
O  -2.062  -0.888  0.126  -0.642
N  -1.143  0.237  1.858  0.313
C  -0.030  1.012  2.386  -0.903
C  1.022  0.118  2.961  0.485
C  1.235  -0.209  4.265  -0.654
C  2.277  -1.149  4.436  -0.495
C  2.832  -1.528  3.258  -0.510
S  2.101  -0.745  1.913  -0.005
C  -1.904  -0.518  2.842  -0.520
C  -3.425  -0.372  2.663  -1.025
C  -4.080  -1.205  3.747  -0.711
S  -2.866  -2.541  4.069  1.185
O  -3.413  -3.833  3.770  -0.697
O  -2.312  -2.347  5.383  -0.656
C  -1.627  -2.012  2.847  -0.652
C  0.585  0.102  -1.104  -0.302
H  0.410  -0.632  -6.725  0.347
H  -0.294  0.967  -6.963  0.398
H  1.342  0.629  -7.533  0.359
H  1.371  1.957  -5.420  0.204
H  0.443  0.687  -4.614  0.135
H  3.221  0.343  -5.837  0.399
H  2.290  -0.929  -5.037  0.307
H  4.070  0.063  -3.607  0.319
H  3.241  1.629  -3.658  0.328
H  1.641  2.711  -2.995  0.296
H  -0.159  3.805  -1.787  0.398
H  -1.508  2.572  -0.128  0.468
H  0.388  1.614  1.578  0.573
H  -0.407  1.681  3.167  0.377
H  0.675  0.206  5.084  0.421
H  2.589  -1.524  5.393  0.400
H  3.630  -2.222  3.090  0.459
H  -1.631  -0.128  3.829  0.412
H  -3.693  -0.746  1.675  0.360
H  -3.715  0.678  2.726  0.453
H  -5.018  -1.656  3.444  0.446
H  -4.200  -0.668  4.684  0.367
H  -0.638  -2.275  3.205  0.325
H  -1.845  -2.471  1.887  0.421
H  0.799  -0.941  -0.933  0.711

HOMO ... -0.3231 Eh
Multiplicity ... 1
SMILES ... CCCCOc1cccc(C(=O)N(Cc2cccs2)[C@H]2CCS(=O)(=O)C2)c1
DFT total energy ... -52496.013 eV
Gap between HOMO and LUMO ... 0.3438 hartree
LUMO energy ... 0.56 eV

Record 5
Entry from the Open Molecules 2025 dataset: a structure of composition C6H7CsO (ωB97M-V with the def2-TZVPD basis set).

Last column: Mulliken charge in e.
Element x y z (Å)
C  0.936  2.016  -0.446  0.028
C  -0.114  2.291  0.095  -0.380
C  -1.350  2.531  0.835  -0.430
C  -2.590  2.242  0.037  0.001
O  -2.775  1.211  -0.574  -0.475
Cs  -1.815  -2.030  -1.215  0.751
H  1.819  1.864  -1.045  0.405
H  -1.416  3.577  1.178  0.278
H  -1.400  1.920  1.753  0.252
H  -3.373  3.023  0.071  0.319
C  2.519  -4.026  -0.425  -0.818
H  2.243  -4.664  -1.281  0.134
H  3.439  -4.365  0.083  0.214
C  1.730  -3.013  0.001  -0.240
H  2.146  -2.577  0.934  -0.040

HOMO ... -0.1902 Eh
Multiplicity ... 1
DFT total energy ... -8924.654 eV
Gap between HOMO and LUMO ... 0.1683 hartree
LUMO energy ... -0.60 eV

Record 6
Entry from the Open Molecules 2025 dataset: an isolated molecule of C4H7NS2 (ωB97M-V with the def2-TZVPD basis set).

Last column: Mulliken charge in e.
Element x y z (Å)
C  1.761  1.070  0.409  -1.428
C  0.559  0.475  -0.220  0.375
C  0.411  -0.892  -0.816  -0.502
N  0.011  -0.626  0.557  -0.410
C  -1.738  -0.500  0.610  0.319
S  -2.158  0.589  1.682  -0.221
S  -2.465  -1.533  -0.561  -0.165
H  1.777  1.133  1.453  0.343
H  1.770  2.092  0.216  0.410
H  2.758  0.685  -0.025  0.267
H  -0.118  1.282  -0.596  0.321
H  -0.280  -1.028  -1.700  0.307
H  1.393  -1.500  -0.843  0.227
H  -3.681  -1.248  -0.165  0.158

HOMO ... -0.3206 Eh
Multiplicity ... 1
SMILES ... C[C@H]1CN1C(=S)S
DFT total energy ... -27418.822 eV
Gap between HOMO and LUMO ... 0.3154 hartree
LUMO energy ... -0.14 eV